Entry 1:
Here is a structure of composition C14H31N5O7Zn at a distorted geometry from OMol25. Energies are from ωB97M-V with the def2-TZVPD basis set.

* energy above the lowest of the compared OMol25 structures with the same formula, charge and spin: 2.5 kcal per mole
* LUMO energy: -0.16143 Eh
* total charge: +2
* F_max: 1.8 eV/A

Each line ends with the Löwdin charge.
Positions of all 58 atoms, in Å:
Zn 22.19987 15.87638 2.31137  0.66
O 20.46148 15.55597 3.22968  -0.01
C 19.36588 15.09453 3.55345  -0.50
N 19.27596 13.80945 3.93184  0.21
C 18.05862 15.85311 3.41993  0.04
H 18.35867 13.42896 4.08253  0.12
H 20.13318 13.28931 4.00830  0.12
H 18.24226 16.89327 3.67524  0.08
H 17.32558 15.43069 4.10188  0.09
H 17.72217 15.80669 2.38613  0.10
O 22.80964 16.92020 3.97255  -0.02
C 22.75348 17.92285 4.71127  -0.51
N 22.11321 17.82851 5.88176  0.21
C 23.22730 19.26193 4.22670  0.04
H 22.23578 18.49910 6.62347  0.13
H 21.77728 16.91131 6.12590  0.12
H 23.72837 19.86965 4.97240  0.10
H 22.28667 19.72156 3.90390  0.10
H 23.80702 19.11243 3.32167  0.08
O 24.12068 16.47109 1.59136  0.00
C 24.98933 17.13542 1.03968  -0.52
N 24.78087 17.75169 -0.14427  0.19
C 26.35253 17.44286 1.64209  0.03
H 23.88708 17.69164 -0.59786  0.11
H 25.59843 18.00773 -0.66909  0.12
H 26.96520 16.58084 1.87688  0.09
H 26.24089 18.00880 2.57418  0.09
H 26.78482 18.23246 1.02725  0.08
O 21.50011 17.68025 1.44400  -0.01
C 20.54924 18.08971 0.77489  -0.51
N 20.32083 17.64027 -0.48974  0.20
C 19.55254 19.03985 1.37681  0.03
H 21.12427 17.19972 -0.90560  0.11
H 19.67479 18.11749 -1.09701  0.12
H 19.27036 18.76754 2.38601  0.08
H 18.66735 19.25435 0.77614  0.09
H 20.05047 20.01688 1.37878  0.11
O 21.41142 14.91649 0.67656  -0.03
C 21.11226 13.99918 -0.10662  -0.50
N 21.95113 12.99480 -0.35538  0.22
C 19.72526 13.90048 -0.69101  0.03
H 21.67330 12.34220 -1.07367  0.13
H 22.90968 12.94871 -0.06688  0.12
H 19.52819 12.89627 -1.05263  0.09
H 19.61414 14.70440 -1.41783  0.09
H 18.99322 14.14761 0.07695  0.09
O 23.05643 13.97131 2.84800  0.09
C 23.51596 12.86559 2.96039  -0.46
O 22.78972 11.76613 2.71339  0.03
C 23.65521 10.60043 2.70130  -0.11
C 24.78395 11.00259 3.66003  -0.13
C 24.89431 12.48564 3.36835  -0.06
H 23.95882 10.37951 1.68169  0.13
H 23.11590 9.80105 3.20326  0.13
H 25.70241 10.44819 3.47284  0.13
H 24.50834 10.83136 4.69943  0.13
H 25.49281 12.64819 2.45741  0.15
H 25.37735 13.09962 4.12285  0.14

=====

Entry 2:
Here is a structure of composition C28H64GaN6O8S from OMol25. Energies are from ωB97M-V with the def2-TZVPD basis set.

* LUMO energy: 0.07132 Eh
* total charge: -1
* F_max: 0.4 eV/A

Each line ends with the Löwdin charge.
Positions of all 108 atoms, in Å:
C 3.74754 3.57773 3.71724  -0.13
C 2.88744 3.42211 2.45579  -0.26
C 1.64069 2.50997 2.56205  -0.24
C 1.07938 2.28019 3.96988  -0.32
C -0.10796 1.30098 3.98824  -0.30
Ga -1.66806 1.56508 2.71692  0.16
S -1.94077 -0.44042 1.51231  0.31
C -3.46166 1.83400 3.62559  -0.31
C -4.60705 2.14633 2.63041  -0.31
C -5.14111 3.58001 2.76832  -0.19
C -4.07742 4.60814 2.35349  -0.18
O -3.74253 5.48123 3.45874  -0.03
C -2.45063 5.60252 3.76813  -0.37
O -2.04890 6.39738 4.56919  0.06
H 3.19792 4.07751 4.52333  0.07
H 4.63710 4.18041 3.49396  0.03
H 4.09576 2.60750 4.09194  0.07
H 2.55996 4.42248 2.13021  0.09
H 3.53723 3.04644 1.65117  0.09
H 1.86061 1.52942 2.11119  0.11
H 0.83784 2.93261 1.94533  0.06
H 1.88900 1.89968 4.61481  0.09
H 0.77538 3.24395 4.41026  0.10
H 0.27304 0.28568 3.78960  0.03
H -0.51434 1.27103 5.01321  0.04
H -1.50453 2.73801 1.61327  -0.04
H -1.53280 -0.04052 0.29912  -0.28
H -3.71327 0.93134 4.20011  0.04
H -3.37596 2.64489 4.36904  0.04
H -5.44104 1.43938 2.74061  0.10
H -4.25991 2.01595 1.59111  0.08
H -6.05124 3.71907 2.16746  0.10
H -5.41107 3.78381 3.81329  0.11
H -4.41525 5.26004 1.53969  0.12
H -3.16569 4.08809 2.03332  0.05
H -1.79757 4.89428 3.22016  0.13
C -5.01483 -3.25251 -1.34566  -0.37
O -5.24626 -2.08059 -1.11988  0.01
N -4.41015 -4.12237 -0.51198  -0.17
C -4.20029 -5.49600 -0.92164  -0.07
C -3.93859 -3.67311 0.79325  -0.04
H -5.29330 -3.72788 -2.30741  0.12
H -4.69132 -6.20288 -0.24649  0.09
H -3.13668 -5.73810 -0.97244  0.08
H -4.61935 -5.62814 -1.91641  0.06
H -4.76517 -3.24519 1.36133  0.09
H -3.15995 -2.91232 0.71416  0.03
H -3.53715 -4.53615 1.31994  0.09
C 0.08068 -3.45994 -1.24778  -0.38
O -0.61996 -4.27169 -0.66474  -0.01
N 0.97597 -2.63983 -0.68430  -0.18
C 1.78099 -1.73190 -1.47353  -0.06
C 1.15276 -2.65140 0.76119  -0.03
H 0.05298 -3.35066 -2.34785  0.12
H 2.84078 -1.98790 -1.40122  0.09
H 1.65386 -0.70341 -1.13501  0.07
H 1.47743 -1.80984 -2.51871  0.08
H 1.37532 -3.66244 1.10584  0.09
H 0.25380 -2.29079 1.25968  0.04
H 1.97742 -1.98653 1.00902  0.09
C 2.77342 -8.06084 -3.05555  -0.37
O 3.65942 -7.23082 -3.13416  0.00
N 1.62527 -7.89954 -2.36977  -0.20
C 0.61609 -8.93303 -2.31227  -0.06
C 1.40684 -6.65553 -1.64814  -0.04
H 2.83921 -9.04192 -3.55868  0.13
H -0.33462 -8.57386 -2.71120  0.09
H 0.45737 -9.26549 -1.28388  0.09
H 0.94636 -9.78658 -2.90284  0.08
H 1.47102 -5.80356 -2.32366  0.09
H 2.17096 -6.52902 -0.87951  0.10
H 0.42274 -6.66559 -1.18809  0.08
C -2.81001 -4.73780 -3.83815  -0.35
O -3.18772 -5.89365 -3.85105  0.00
N -3.40702 -3.72931 -4.50681  -0.19
C -2.96040 -2.35871 -4.37900  -0.05
C -4.56373 -4.03376 -5.32700  -0.05
H -1.96460 -4.40783 -3.21791  0.12
H -3.74572 -1.72820 -3.95767  0.09
H -2.65962 -1.95035 -5.34722  0.09
H -2.10441 -2.32513 -3.70602  0.08
H -5.35662 -4.48210 -4.72656  0.08
H -4.30392 -4.73923 -6.11734  0.09
H -4.92993 -3.11041 -5.77127  0.09
C 7.09065 6.61184 3.43249  -0.35
O 6.64106 5.66627 4.04615  0.02
N 6.49755 7.15307 2.34427  -0.20
C 7.05588 8.28413 1.64343  -0.07
C 5.24857 6.56568 1.88423  -0.04
H 8.02924 7.12065 3.71403  0.13
H 6.36957 9.13425 1.65317  0.09
H 7.28017 8.03473 0.60342  0.09
H 7.98232 8.58597 2.13105  0.08
H 4.48889 6.60596 2.66520  0.10
H 5.38595 5.51783 1.61597  0.09
H 4.90204 7.11897 1.01350  0.09
C 2.93443 2.03245 -2.37324  -0.34
O 2.62602 1.48268 -1.33677  0.02
N 2.06270 2.29219 -3.37417  -0.20
C 2.46130 2.95567 -4.59267  -0.07
C 0.67376 1.90648 -3.18543  -0.03
H 3.95937 2.38228 -2.58559  0.13
H 1.92181 3.89641 -4.72604  0.09
H 2.27687 2.32515 -5.46582  0.09
H 3.52738 3.17523 -4.54798  0.08
H 0.25302 2.38889 -2.30285  0.10
H 0.58575 0.82848 -3.04462  0.08
H 0.10625 2.20228 -4.06585  0.08

=====

Entry 3:
Here is the ion C2H10N6O with charge +2 at a distorted geometry from OMol25. Energies are from ωB97M-V with the def2-TZVPD basis set.

* energy above the lowest of the compared OMol25 structures with the same formula, charge and spin: 2.9 kcal per mole
* LUMO energy: -0.27777 Eh
* SMILES: NC(=[NH2+])NO[NH+]=C(N)N
* total charge: +2
* F_max: 5.7 eV/A

Each line ends with the Löwdin charge.
Positions of all 19 atoms, in Å:
C 2.21601 0.00768 -0.01383  -0.41
C -2.23693 -0.02381 0.11010  -0.44
N 3.11361 0.25800 -0.89929  0.24
N 2.42801 -0.84833 0.96947  0.23
N -2.95308 -0.36571 -1.00231  0.22
N -0.96407 -0.32028 0.09307  0.15
N -2.74420 0.83078 0.97111  0.23
N 1.06481 0.80569 0.00164  0.02
O 0.05800 0.54717 0.81814  0.01
H 3.97337 -0.31310 -1.02735  0.19
H 3.01784 1.04335 -1.53736  0.15
H 2.98712 -1.75343 0.85756  0.20
H 1.84769 -0.79790 1.76867  0.12
H -2.47662 -1.18407 -1.57148  0.20
H -3.89652 -0.46114 -0.91172  0.09
H -0.55152 -1.14534 -0.38025  0.19
H -3.61368 1.35548 0.70243  0.18
H -2.39417 0.90090 1.94771  0.17
H 1.12434 1.46406 -0.89631  0.25

=====

Entry 4:
Here is a cluster of 2 separate species, C11H20BrNO4 in total from OMol25. Energies are from ωB97M-V with the def2-TZVPD basis set.

* <S²>: 0.754
* energy above the lowest of the compared OMol25 structures with the same formula, charge and spin: 3.9 kcal per mole
* LUMO energy (spin up / spin down): 0.07425 / 0.07382 Eh
* total charge: -1
* 2S+1: 2
* F_max: 1.0 eV/A

Each line ends with the Mulliken spin population.
Positions of all 37 atoms, in Å:
C -1.16032 3.01172 -1.91114  0.00
C -0.86852 1.51735 -1.72108  0.01
C -1.03883 0.82604 -3.07986  0.01
C -1.81810 0.92944 -0.67116  0.03
C -1.36364 -0.41576 -0.06756  -0.02
O -2.37382 -1.40399 -0.18798  0.00
Br -1.10036 -0.21546 1.85803  0.00
C -0.08248 -0.97570 -0.67890  0.02
C 1.06313 0.01915 -0.98009  -0.01
C 2.08163 0.04058 0.16226  0.00
C 1.79800 -0.44351 -2.24515  0.02
N 0.51905 1.40323 -1.18666  0.39
O 0.70606 2.20535 -0.20746  0.55
H -1.30868 3.51616 -0.96372  0.00
H -2.03243 3.14195 -2.55050  0.00
H -0.31473 3.47371 -2.42154  -0.01
H -1.98721 1.15399 -3.50295  0.00
H -1.08857 -0.25572 -2.98745  0.00
H -0.24135 1.09995 -3.76398  -0.01
H -1.93961 1.65460 0.12801  0.00
H -2.79726 0.79735 -1.13677  0.00
H -2.92899 -1.17780 -0.93306  0.00
H -0.37647 -1.48959 -1.59263  0.00
H 0.30966 -1.73286 -0.00166  0.00
H 2.72336 0.91272 0.09752  0.00
H 2.70769 -0.84709 0.05552  0.00
H 1.60757 -0.00210 1.13773  0.00
H 2.00467 -1.51047 -2.17763  0.00
H 1.23716 -0.25331 -3.15355  -0.01
H 2.74777 0.08576 -2.32739  0.00
C 0.32891 -2.11722 4.79083  0.00
C 1.34845 -2.18248 5.95919  0.00
O 2.04853 -1.16186 6.14326  0.00
O 1.35943 -3.26222 6.59287  0.00
H 0.37057 -1.15387 4.28055  0.00
H 0.54167 -2.91106 4.07066  0.00
H -0.68193 -2.27700 5.17343  0.00

=====

Let's list DFT total energy in order: -85214.6024; -118607.9682; -13205.0760; -91453.4171 eV.